Molecular formula: C11H12N2O4SeSn
Method: DFT, the ωB97M-V functional and the def2-TZVPD basis

Last column: Löwdin charge in e.
Geometry (Å):
Sn (-0.0945, -0.0358, 0.0122)  0.7141
Se (2.5579, 0.9689, -0.1721)  0.8654
O (1.0740, 0.6980, -2.9866)  0.2101
O (1.3504, -2.9298, -0.2024)  0.2357
O (-1.3463, 2.9329, 0.2021)  0.2241
O (-0.6691, -0.5200, 3.1243)  0.2113
N (2.2717, 2.6366, 2.2671)  -0.0894
N (2.9572, 0.6178, 2.7504)  -0.0931
C (-4.2152, -1.8240, -2.5406)  -0.0688
C (2.5674, 2.6078, 3.6324)  0.0136
C (2.9903, 1.3695, 3.9303)  0.0136
C (-0.5009, -0.3670, 1.9836)  -0.1565
C (0.5910, 0.4092, -1.9683)  -0.2115
C (1.8100, 3.8409, 1.5146)  0.0136
C (2.5076, 1.4027, 1.7252)  -0.5777
C (0.7896, -1.9116, -0.1506)  -0.1189
C (-4.5914, -2.0871, -1.2281)  -0.0698
C (3.3870, -0.8067, 2.6316)  0.0183
C (-0.9321, 1.8488, 0.1110)  -0.1212
H (-3.7394, -2.5942, -3.1427)  0.0387
H (2.5586, 4.6256, 1.5994)  0.1133
H (-4.5179, -0.8997, -3.0263)  0.0385
H (1.6566, 3.6111, 0.4612)  0.0594
H (-4.4140, -3.0659, -0.7900)  0.0381
H (3.3223, 0.9324, 4.8432)  0.1433
H (2.4565, 3.4817, 4.2308)  0.1434
H (-5.1927, -1.3713, -0.6736)  0.0379
H (2.7752, -1.4197, 3.2910)  0.1046
H (3.2788, -1.1683, 1.6099)  0.0539
H (4.4311, -0.8936, 2.9266)  0.1140
H (0.8722, 4.1885, 1.9410)  0.1020

Atoms 1-3, force components in eV/Å:
-2.175 -0.902 -1.010
-0.601 0.110 1.949
-2.151 -1.403 4.535

Calculated values
HOMO energy	-14.195	eV
lowest unoccupied orbital energy	-9.058	eV
gap between HOMO and LUMO	5.137	eV
net charge	+2

---

Molecular formula: C5H10N2O
Method: DFT, the ωB97M-V functional and the def2-TZVPD basis

Last column: Löwdin charge in e.
Geometry (Å):
O (1.8511, 0.8893, -0.3146)  -0.0480
N (0.7396, -1.5157, 0.0166)  -0.0550
N (-1.7997, -0.3219, 0.1990)  0.0353
C (0.6425, 0.7383, 0.4451)  -0.4015
C (-0.6619, 0.3498, -0.5384)  -0.3105
C (-0.3489, 1.7400, -0.0182)  -0.0128
C (0.2039, -0.7442, -1.1656)  -0.1727
C (0.7340, -0.5220, 1.1815)  -0.1555
H (2.1885, -0.0684, -0.5055)  0.1290
H (-1.0845, 2.1843, 0.6661)  0.1096
H (0.1479, 2.5384, -0.6771)  0.1429
H (-0.2289, -0.6767, 1.8355)  0.1401
H (1.0725, -0.6316, -1.7733)  0.1000
H (-2.0382, 0.4788, 0.8323)  0.0735
H (1.6362, -0.6010, 1.7688)  0.1050
H (0.1007, -2.3486, 0.2324)  0.1289
H (-2.6124, -0.2555, -0.5044)  0.1120
H (-0.5422, -1.2331, -1.6802)  0.0797

Atoms 1-3, force components in eV/Å:
0.125 -1.869 0.059
-1.157 -1.400 0.843
-0.760 2.411 -1.345

Calculated values
HOMO energy	-7.755	eV
lowest unoccupied orbital energy	0.879	eV
gap between HOMO and LUMO	8.634	eV
structure (SMILES)	N[C@]12CNC[C@]1(O)C2

---

Molecular formula: C6H14NO
Method: DFT, the ωB97M-V functional and the def2-TZVPD basis

Last column: Löwdin spin population.
Geometry (Å):
O (-3.2497, 1.0025, -0.0970)  0.0029
N (-0.3812, -0.6895, 1.4090)  0.0061
C (1.3249, 0.0426, -1.4686)  0.1495
C (-1.9249, 0.9623, 0.4875)  0.0047
C (2.4059, -1.4513, 0.3022)  0.3294
C (2.2287, -0.2915, -0.3840)  0.0993
C (0.9760, 1.3512, -1.7177)  0.3429
C (-1.4561, -0.4626, 0.3912)  0.0041
H (-2.0528, 1.2327, 1.5134)  0.0001
H (0.4172, 1.6817, -2.5813)  0.0125
H (-3.1702, 0.9542, -1.0711)  0.0001
H (-1.0702, -0.6327, -0.5990)  0.0019
H (0.0157, -1.6486, 1.3771)  0.0025
H (-1.2126, 1.6546, 0.0527)  0.0038
H (0.4235, -0.1138, 1.2959)  0.0030
H (0.8076, -0.7379, -2.0542)  0.0025
H (-2.2900, -1.1510, 0.5938)  0.0003
H (-0.8247, -0.5763, 2.3244)  0.0004
H (1.7884, -2.3592, 0.1504)  0.0117
H (1.3075, 2.1458, -1.0053)  0.0100
H (2.7329, 0.6052, 0.0270)  0.0011
H (3.2042, -1.5184, 1.0536)  0.0113

Atoms 1-3, force components in eV/Å:
1.641 0.162 -0.205
-0.624 -2.006 0.275
0.025 -1.686 0.777

Calculated values
spin multiplicity	2
HOMO energy (spin up / spin down)	-18.104 / -18.096	eV
lowest unoccupied orbital energy (spin up / spin down)	-9.706 / -12.637	eV
gap between HOMO and LUMO (spin up / spin down)	8.398 / 5.458	eV
⟨S²⟩	0.787
net charge	+2

---

Molecular formula: C3H12N2O3
Method: DFT, the ωB97M-V functional and the def2-TZVPD basis

Last column: Löwdin charge in e.
Geometry (Å):
O (0.9873, -2.4317, -0.7291)  -0.0593
O (1.4312, 2.5088, 2.3046)  0.0367
O (-1.5946, -2.2590, 1.0259)  -0.0815
N (-0.0620, 1.1219, -2.2178)  0.0213
N (0.0069, 0.0393, 0.0704)  -0.1034
C (-0.8180, 0.5746, -1.0352)  -0.2851
C (0.0506, 0.9996, 1.1658)  -0.1754
C (1.4113, 1.3859, 1.8677)  -0.2093
H (-1.4321, 1.3889, -0.6608)  0.1040
H (-0.4884, 0.5717, 2.0314)  0.1176
H (-1.4902, -0.2097, -1.3936)  0.1020
H (0.5104, 0.3341, -2.5029)  0.0510
H (2.3179, 0.7729, 1.7938)  0.1194
H (0.5135, 1.8526, -1.8120)  0.0608
H (0.0501, -2.4149, -0.5233)  0.0032
H (-0.8191, -1.6703, 1.0751)  -0.0010
H (0.8581, -0.3560, -0.3059)  0.0820
H (1.0389, -2.6327, -1.6787)  0.0575
H (-2.1075, -1.5700, 0.5364)  0.0472
H (-0.3644, 1.9942, 0.9883)  0.1122

Atoms 1-3, force components in eV/Å:
0.520 -0.088 -0.874
0.659 -0.433 0.665
-0.168 1.628 -0.947

Calculated values
HOMO energy	-9.270	eV
lowest unoccupied orbital energy	0.519	eV
gap between HOMO and LUMO	9.789	eV
structure (SMILES)	NCNCC=O.O.O

---

Molecular formula: C18H21IN3O3PSSn
Method: DFT, the ωB97M-V functional and the def2-TZVPD basis

Last column: Löwdin charge in e.
Geometry (Å):
I (0.7099, 0.2242, 2.4956)  1.1013
Sn (1.7584, -0.7471, -0.5936)  1.1799
S (0.7919, 3.9240, -0.6012)  0.7078
P (5.0346, 0.7134, -1.0014)  0.6016
O (-0.9309, -0.8004, -0.8313)  -0.0938
O (3.7390, 0.0075, -0.5862)  -0.6258
O (-5.5167, 1.2242, 0.8619)  -0.0436
N (-2.0690, -0.8623, 1.5371)  0.1605
N (-3.2396, 0.3527, -3.2619)  0.1620
N (1.2084, 1.2118, -0.9225)  -0.1859
C (-5.6513, 0.5044, -0.3492)  -0.1758
C (-2.3425, -3.0264, 4.4394)  -0.0182
C (-4.3051, 0.4872, -2.4682)  0.0033
C (-1.7897, -1.4665, 2.6883)  -0.2830
C (1.0308, 2.3827, -0.7831)  -0.9871
C (-3.1696, -0.1494, -0.4639)  -0.0287
C (-0.3139, -1.6726, 4.6017)  -0.1061
C (-0.9017, -0.1567, -3.5900)  0.0038
C (-0.5849, -1.1145, 3.3752)  -0.6028
C (-2.1013, -0.0279, -2.7284)  -0.1882
C (-4.3344, 0.2818, -1.0660)  -0.0865
C (5.3870, 2.0638, 0.1121)  -0.1453
C (-3.0901, -0.3633, 0.9683)  0.0456
C (-2.6357, -2.4773, 3.2222)  0.0378
C (4.8902, 1.3823, -2.6513)  -0.1474
C (6.4106, -0.4222, -0.9688)  -0.1499
C (-1.9878, -0.3650, -1.2973)  -0.2618
C (-1.1928, -2.6168, 5.1347)  0.0111
H (0.5787, -1.4018, 5.1480)  0.1148
H (6.5421, -0.8111, 0.0409)  0.0709
H (6.2707, 2.6097, -0.2197)  0.0757
H (-6.0805, -0.4681, -0.0954)  0.1459
H (5.8015, 1.9117, -2.9303)  0.0753
H (4.5354, 2.7451, 0.1357)  0.0649
H (-6.3571, 0.9875, -1.0259)  0.1336
H (4.7224, 0.5728, -3.3625)  0.0702
H (-3.9210, -0.0086, 1.5820)  0.1565
H (-5.2167, 0.8069, -2.9624)  0.1378
H (6.2168, -1.2527, -1.6478)  0.0705
H (5.5664, 1.6769, 1.1153)  0.0705
H (-5.5637, 2.1709, 0.6873)  0.1170
H (-3.5129, -2.7705, 2.6609)  0.1341
H (-1.1206, 0.2327, -4.5797)  0.1005
H (-0.0599, 0.3827, -3.1511)  0.0654
H (-0.6152, -1.2093, -3.6737)  0.1077
H (-2.9947, -3.7708, 4.8740)  0.1302
H (7.3260, 0.0837, -1.2775)  0.0754
H (-0.9712, -3.0557, 6.0984)  0.1325
H (4.0498, 2.0765, -2.6891)  0.0655

Atoms 1-3, force components in eV/Å:
0.118 0.330 0.135
0.032 0.071 -0.128
-0.029 0.202 0.021

Calculated values
HOMO energy (spin up / spin down)	-13.860 / -13.870	eV
lowest unoccupied orbital energy (spin up / spin down)	-8.738 / -8.308	eV
gap between HOMO and LUMO (spin up / spin down)	5.122 / 5.562	eV
net charge	+2

---

Molecular formula: C22H19FeN6O4S2
Method: DFT, the ωB97M-V functional and the def2-TZVPD basis

Last column: Löwdin spin population.
Geometry (Å):
Fe (0.1452, -0.3123, 0.6162)  3.6382
S (1.4438, -2.5509, 4.3387)  0.0022
S (2.4798, 0.4063, 0.1214)  0.0415
O (-0.4628, -3.9525, -1.0203)  0.0223
O (-0.0861, 0.4721, -6.7123)  0.0000
O (-0.3372, -1.5329, -7.4682)  0.0000
O (-0.1004, -1.9041, -0.2554)  0.1156
N (-0.2806, -0.7199, -6.5703)  0.0000
N (0.5495, -0.8930, 2.5897)  0.0314
N (1.0152, 2.6437, 0.0334)  -0.0007
N (-0.0689, 1.8832, 0.3371)  0.0303
N (3.2430, 2.8681, -0.3993)  0.0037
N (-1.9157, 0.1897, 0.9126)  0.0372
C (-0.2793, -1.2433, -5.1821)  0.0001
C (-1.2325, 2.4203, 0.4203)  0.0166
C (-0.5277, 1.3234, 5.3549)  -0.0001
C (-0.3499, 0.9044, 4.0562)  0.0008
C (-3.6482, 1.8287, 0.9407)  0.0035
C (-2.8014, -0.7553, 1.2009)  0.0010
C (-0.1599, -0.3382, -4.1435)  0.0005
C (0.7120, -1.0936, 4.9127)  0.0013
C (-0.3982, -3.0800, -3.6849)  0.0008
C (-0.1604, -0.8345, -2.8507)  0.0042
C (-0.0893, 0.5429, 6.4350)  0.0001
C (-1.4961, 3.8729, 0.2054)  0.0028
C (0.2776, -0.3236, 3.8323)  0.0040
C (0.5331, -0.6673, 6.2295)  0.0002
C (-4.5742, 0.8385, 1.2581)  -0.0026
C (-0.2922, -2.7715, -1.2176)  0.0179
C (-2.3257, 1.4593, 0.7685)  0.0026
C (1.1532, -2.0372, 2.7397)  0.0015
C (-4.1501, -0.4703, 1.3828)  0.0031
C (2.2382, 2.0426, -0.0889)  0.0086
C (-0.3973, -2.6067, -4.9867)  -0.0001
C (-0.2797, -2.2006, -2.6131)  0.0029
H (-0.6846, 1.5083, 3.2262)  0.0003
H (-3.9688, 2.8517, 0.8322)  0.0005
H (-1.1640, 4.4537, 1.0694)  0.0008
H (-0.0675, 0.7152, -4.3589)  0.0000
H (-2.4169, -1.7651, 1.2786)  0.0002
H (-2.5491, 4.0763, 0.0502)  0.0002
H (3.1143, 3.8474, -0.5931)  0.0006
H (4.1632, 2.4800, -0.5179)  0.0006
H (1.4266, -2.6571, 1.8975)  0.0002
H (-1.0137, 2.2693, 5.5489)  0.0000
H (-0.2404, 0.8986, 7.4442)  0.0000
H (0.8706, -1.2673, 7.0617)  0.0001
H (-0.4911, -4.1368, -3.4789)  0.0001
H (-0.0619, -0.1452, -2.0195)  0.0037
H (-0.4863, -3.2659, -5.8363)  0.0000
H (-4.8394, -1.2683, 1.6148)  0.0004
H (-5.6141, 1.0976, 1.3995)  -0.0002
H (0.9113, 3.6439, -0.0697)  0.0006
H (-0.9731, 4.2410, -0.6799)  0.0005

Atoms 1-3, force components in eV/Å:
0.206 0.720 -0.093
0.042 0.022 -0.004
0.166 -0.034 0.003

Calculated values
spin multiplicity	5
HOMO energy (spin up / spin down)	-11.736 / -11.318	eV
lowest unoccupied orbital energy (spin up / spin down)	-3.906 / -4.043	eV
gap between HOMO and LUMO (spin up / spin down)	7.830 / 7.276	eV
⟨S²⟩	6.014
net charge	+1